Record 1
Computed, not measured: a cluster of 3 separate species, C20H26BN2OP in total, with the ωB97M-V functional and the def2-TZVPD basis.

Element x y z (Å)
C1 -1.6640 -0.4581 4.1410
B1 -1.4507 -1.2963 2.8313
O1 -1.1735 -2.6622 2.9446
P1 -1.6484 -0.5821 1.0664
C2 -1.6791 1.2595 1.2477
C3 -0.3664 2.0581 1.1124
C4 0.8789 1.4150 1.7291
C5 1.8087 2.3094 2.5264
C6 2.7784 1.6979 3.3266
C7 3.6708 2.4445 4.0835
C8 3.6145 3.8359 4.0573
C9 2.6639 4.4579 3.2630
C10 1.7700 3.7023 2.5055
H1 -2.4335 0.3119 4.0658
H2 -0.7284 0.0682 4.3714
H3 -1.8934 -1.1001 4.9946
H4 -0.2356 -2.8540 2.8439
H5 -0.3751 -0.8476 0.5338
H6 -2.1622 1.4967 2.1971
H7 -2.3570 1.6082 0.4657
H8 -0.5452 3.0385 1.5599
H9 -0.2047 2.2347 0.0482
H10 1.4820 0.9759 0.9269
H11 0.5962 0.5826 2.3765
H12 2.8233 0.6130 3.3564
H13 4.4059 1.9414 4.6992
H14 4.3084 4.4146 4.6545
H15 2.6014 5.5388 3.2243
H16 1.0492 4.2242 1.8898
C11 -0.6900 0.1582 -4.7003
C12 0.4575 0.3143 -3.9402
C13 0.3197 0.5471 -2.5818
N1 -0.8563 0.6173 -1.9614
C14 -1.9504 0.4667 -2.7030
C15 -1.9211 0.2422 -4.0715
H17 -0.6237 -0.0431 -5.7614
H18 1.4393 0.2301 -4.3845
H19 1.1967 0.6573 -1.9508
H20 -2.8944 0.5168 -2.1706
H21 -2.8427 0.1184 -4.6234
C16 -1.5314 -4.6662 -3.0014
C17 -1.1147 -4.8841 -4.3048
C18 -0.0815 -4.1068 -4.8070
N2 0.5339 -3.1572 -4.1062
C19 0.1242 -2.9626 -2.8546
C20 -0.8981 -3.6843 -2.2571
H22 -2.3362 -5.2499 -2.5734
H23 -1.5794 -5.6398 -4.9234
H24 0.2716 -4.2507 -5.8226
H25 0.6349 -2.1794 -2.3059
H26 -1.1921 -3.4730 -1.2377

## Properties
Energy = -36155.046 eV
Charge = 0
LUMO = 0.47 eV

Okay, here come the Mulliken numbers, in e, for every atom:
1 C -1.0277
2 B 0.5276
3 O -0.6033
4 P -0.2925
5 C -1.0614
6 C -0.4020
7 C 0.2270
8 C 0.3025
9 C -0.5101
10 C -0.5255
11 C -0.4278
12 C -0.6796
13 C -0.2782
14 H 0.3336
15 H 0.3635
16 H 0.3213
17 H 0.3137
18 H -0.0724
19 H 0.5338
20 H 0.3801
21 H 0.3363
22 H 0.2889
23 H 0.2760
24 H -0.1019
25 H 0.3524
26 H 0.3712
27 H 0.3701
28 H 0.3684
29 H 0.3056
30 C -0.1866
31 C -0.6602
32 C -0.2656
33 N 0.0617
34 C -0.0169
35 C -0.7960
36 H 0.4073
37 H 0.3657
38 H 0.3365
39 H 0.3579
40 H 0.3960
41 C -0.3987
42 C -0.3147
43 C -0.3065
44 N -0.4672
45 C -0.2559
46 C -0.2647
47 H 0.3851
48 H 0.3718
49 H 0.3690
50 H 0.5110
51 H 0.3811


Record 2
Computed, not measured: a structure of composition C20H26BrMgNO8S in a non-equilibrium geometry, with the ωB97M-V functional and the def2-TZVPD basis.

Element x y z (Å)
C1 -1.1657 -1.8155 0.4133
C2 -0.1623 -0.6289 0.1153
C3 1.0738 -0.8082 -0.6654
C4 1.9973 0.2935 -0.9473
C5 1.6822 1.5952 -0.3975
C6 0.4839 1.7686 0.4071
C7 0.2068 3.1643 1.0129
N1 0.2715 3.2398 2.5355
S1 -1.2543 2.7414 3.2995
C8 1.3907 2.4815 3.1540
C9 2.8080 3.0673 2.7778
O1 3.5171 2.6518 1.9415
Br1 3.3582 4.6246 3.8859
C10 -0.4751 0.6809 0.6722
H1 -0.5709 -2.5821 0.9825
H2 -1.9512 -1.4337 1.1087
H3 -1.5990 -2.2559 -0.5143
H4 1.3209 -1.8071 -1.0945
H5 2.9309 0.1749 -1.5330
H6 2.3380 2.4904 -0.5397
H7 -0.8557 3.4276 0.7329
H8 0.8548 3.9770 0.4849
H9 0.4418 4.2603 2.7807
H10 -0.9216 1.4843 3.7763
H11 1.3316 1.3686 3.0062
H12 1.2913 2.6311 4.2675
H13 -1.4083 0.8346 1.2639
O2 1.1101 -0.3413 4.9240
H14 1.7599 -0.3907 4.2139
C11 0.3777 2.8747 -4.2398
C12 -0.0562 3.0698 -2.9950
C13 -0.2988 4.4296 -2.4742
O3 -0.6985 4.6093 -1.3227
C14 -0.0472 5.5677 -3.3796
C15 0.3867 5.3781 -4.6254
C16 0.6325 4.0146 -5.1529
O4 1.0241 3.8388 -6.2819
H15 0.5621 1.8853 -4.6396
H16 -0.2487 2.2491 -2.3153
H17 -0.2337 6.5560 -2.9773
H18 0.5773 6.2008 -5.3033
Mg1 1.1624 5.4451 1.3429
C17 -2.1889 -6.6767 0.7539
C18 -1.2035 -6.1631 -0.2730
C19 -0.0529 -7.0950 -0.5352
O5 0.9978 -6.1899 -0.9013
C20 0.7182 -5.0081 -0.3034
O6 1.4725 -4.0850 -0.2202
O7 -0.5301 -4.9888 0.1989
H19 -1.7822 -6.5957 1.7641
H20 -3.1001 -6.0755 0.7339
H21 -2.4625 -7.7148 0.5591
H22 -1.7252 -5.9069 -1.1999
H23 -0.2614 -7.7913 -1.3464
H24 0.2629 -7.6603 0.3455
O8 -4.1963 -3.3427 0.7503
H25 -5.0871 -3.0029 0.6045
H26 -3.8058 -2.7161 1.3683

## Properties
Energy = -125327.282 eV
Charge = +2
LUMO = -11.36 eV

Okay, here come the Mulliken numbers, in e, for every atom:
1 C -0.9479
2 C 0.6216
3 C -0.3965
4 C -1.1524
5 C -0.0783
6 C 0.7318
7 C -1.0441
8 N 0.1543
9 S -0.0441
10 C -0.0781
11 C 0.0058
12 O -0.3249
13 Br 0.0073
14 C -0.4198
15 H 0.2465
16 H 0.1318
17 H 0.3742
18 H 0.3702
19 H 0.4758
20 H 0.3363
21 H 0.7594
22 H -0.1153
23 H 0.2831
24 H 0.2935
25 H 0.0590
26 H 0.5831
27 H 0.4256
28 O -0.4936
29 H 0.3257
30 C -0.4254
31 C -0.2496
32 C 0.5507
33 O -0.6179
34 C -0.4724
35 C -0.4188
36 C 0.2186
37 O -0.4640
38 H 0.4597
39 H 0.5676
40 H 0.4454
41 H 0.4465
42 Mg 0.8678
43 C -1.3699
44 C 0.4836
45 C -0.5290
46 O -0.3236
47 C 0.6183
48 O -0.5580
49 O -0.2810
50 H 0.3607
51 H 0.2917
52 H 0.3837
53 H 0.2344
54 H 0.3315
55 H 0.3209
56 O -0.5886
57 H 0.3079
58 H 0.3194


Record 3
Computed, not measured: the molecule C20H26BrN3O3S in a non-equilibrium geometry, with the ωB97M-V functional and the def2-TZVPD basis.

Element x y z (Å)
C1 -5.2352 2.3797 -0.9259
H1 -4.5855 2.6466 -0.2851
H2 -5.4740 3.0736 -1.7165
H3 -6.2120 2.1982 -0.4972
C2 -4.7669 0.8201 -1.7093
N1 -3.3325 0.9626 -1.9857
C3 -3.0597 1.7967 -3.1953
C4 -1.7856 1.6074 -3.5416
N2 -1.2510 0.2692 -3.6594
C5 0.0371 0.2822 -4.3651
H4 0.2161 -0.8193 -4.1736
C6 1.2161 0.8830 -3.5665
N3 1.7313 0.3896 -2.6021
C7 1.8545 1.2738 -1.2593
O1 1.6210 2.3031 -1.3128
C8 2.6974 0.6314 -0.1741
C9 3.3259 1.1482 0.7299
C10 3.9063 0.0519 1.5481
C11 3.3371 -1.1678 0.8443
C12 3.7342 -2.4670 1.2236
H5 3.4176 -3.2933 0.3008
H6 4.8058 -2.6847 1.6153
S1 2.6384 -3.0605 2.7585
O2 3.4205 -2.3742 3.9255
C13 1.1344 -2.2302 2.3323
C14 1.0862 -0.8044 2.9763
C15 0.2526 0.0836 2.5609
C16 -0.8684 -0.2749 1.7837
C17 -0.5107 -1.3473 1.0138
C18 0.4215 -2.2194 1.2345
H7 0.4244 -3.2737 0.7699
H8 -1.3146 -1.7721 0.1357
Br1 -2.1778 0.9950 1.2966
H9 0.1294 0.9659 3.1711
H10 1.9373 -0.6304 3.7664
O3 2.6006 -0.7809 -0.0929
H11 4.3421 -0.1289 2.3789
H12 3.3392 2.3501 1.2136
H13 1.9473 -0.4946 -2.3504
H14 0.9807 2.0933 -3.2694
H15 2.0808 1.2063 -4.4352
H16 0.0529 0.8089 -5.1210
C19 -1.3072 -0.3336 -2.3983
C20 -2.7784 -0.3893 -2.1945
H17 -3.0479 -1.0716 -1.1060
H18 -3.4896 -0.9028 -3.0766
H19 -0.9859 -1.2535 -2.6465
H20 -0.9075 0.2887 -1.7689
H21 -1.7199 2.1710 -4.4476
H22 -1.1756 2.2653 -2.5867
H23 -3.6869 2.6400 -3.0579
H24 -3.8427 1.1452 -4.0304
H25 -5.1061 0.1562 -0.8031
H26 -5.4898 0.7749 -2.3911

## Properties
Energy = -112633.319 eV
Charge = 0
Relative energy (zero: lowest compared OMol25 entry of this formula, charge and spin) = 414.46 kcal/mol
LUMO = -0.45 eV

Okay, here come the Mulliken numbers, in e, for every atom:
1 C -1.3816
2 H 0.4204
3 H 0.4047
4 H 0.4360
5 C -0.7847
6 N 0.3069
7 C -1.1282
8 C -0.2151
9 N -0.0262
10 C -1.6686
11 H 0.4866
12 C -0.4268
13 N 0.2612
14 C 0.3124
15 O -0.3363
16 C -0.2827
17 C 0.0241
18 C -0.8326
19 C 0.5172
20 C -0.7932
21 H 0.2419
22 H 0.4059
23 S 0.2356
24 O -0.5960
25 C 0.4763
26 C -0.4138
27 C -0.4457
28 C 0.0256
29 C 0.5580
30 C -0.6957
31 H 0.2521
32 H -0.1745
33 Br -0.1197
34 H 0.4237
35 H 0.3422
36 O -0.3511
37 H 0.9068
38 H 0.2114
39 H 0.0837
40 H 0.2234
41 H 0.1773
42 H 0.7604
43 C -1.5590
44 C -0.5310
45 H 0.1712
46 H 0.4270
47 H 0.8503
48 H 0.7450
49 H 0.3488
50 H 0.0512
51 H 0.5233
52 H 0.3665
53 H 0.2911
54 H 0.4948


Record 4
Computed, not measured: a structure of composition C20H26BrN4OS2Tc, with the ωB97M-V functional and the def2-TZVPD basis.

Element x y z (Å)
Tc1 -0.3891 0.0664 -0.0128
C1 3.6791 6.1951 3.1344
C2 3.7648 4.6708 3.1862
C3 3.5417 4.1987 4.6390
C4 5.1635 4.2243 2.7112
C5 2.7326 4.0037 2.3147
C6 2.7116 2.5645 2.2606
C7 1.7836 1.9681 1.4859
Br1 1.7060 0.0533 1.3656
C8 0.8183 2.6733 0.7126
O1 -0.0347 2.0137 -0.0139
C9 0.8198 4.1207 0.7610
C10 1.7888 4.7027 1.5626
C11 -0.1505 5.0341 0.0176
C12 -1.2298 4.3406 -0.8178
C13 0.6795 5.9283 -0.9263
C14 -0.8612 5.9162 1.0646
H1 4.4508 6.6110 3.7803
H2 2.7197 6.5656 3.4989
H3 3.8570 6.5819 2.1297
H4 4.2881 4.6783 5.2720
H5 3.6635 3.1214 4.7586
H6 2.5554 4.4862 5.0040
H7 5.9093 4.7035 3.3451
H8 5.3510 4.5294 1.6814
H9 5.3170 3.1477 2.7940
H10 3.4293 1.9998 2.8395
H11 1.8151 5.7799 1.6188
H12 -0.8113 3.7443 -1.6276
H13 -1.8464 5.1181 -1.2669
H14 -1.8846 3.7140 -0.2126
H15 1.2077 5.3365 -1.6755
H16 1.4073 6.5374 -0.3926
H17 0.0043 6.6060 -1.4479
H18 -1.4468 5.3148 1.7617
H19 -1.5434 6.5899 0.5471
H20 -0.1689 6.5310 1.6375
N1 -2.6973 -1.1664 2.4630
C15 -2.6306 -1.8117 1.3173
N2 -1.8038 -1.5156 0.3145
C16 -1.9650 -2.4202 -0.7244
C17 -2.9352 -3.3815 -0.5173
S1 -3.6717 -3.1871 0.9911
C18 -1.0922 -2.2454 -1.8200
C19 -0.9844 -2.9911 -2.9880
S2 0.2394 -2.3938 -3.9798
C20 0.5827 -1.1420 -2.7939
N3 -0.2003 -1.2018 -1.7178
N4 1.5253 -0.2458 -2.9878
H21 -2.0778 -0.3923 2.6520
H22 -3.3469 -1.4292 3.1909
H23 -3.2351 -4.1774 -1.1826
H24 -1.5703 -3.8507 -3.2780
H25 2.0997 -0.2361 -3.8192
H26 1.6754 0.4842 -2.3060

## Properties
Energy = -123053.580 eV
Charge = +3
Relative energy (zero: lowest compared OMol25 entry of this formula, charge and spin) = 0.00 kcal/mol
Spin multiplicity = 4
LUMO (spin up / spin down) = -9.76 / -12.32 eV

Okay, here come the Mulliken numbers, in e, for every atom:
1 Tc 0.9123
2 C -1.9766
3 C 1.7076
4 C -1.4869
5 C -1.4922
6 C -0.4586
7 C -0.6818
8 C -0.8531
9 Br -0.0003
10 C 1.7445
11 O -0.9749
12 C -0.2791
13 C 0.3996
14 C 1.7060
15 C -2.0508
16 C -1.5234
17 C -1.5386
18 H 0.4247
19 H 0.4337
20 H 0.4370
21 H 0.4476
22 H 0.3541
23 H 0.3908
24 H 0.4488
25 H 0.3901
26 H 0.3470
27 H 0.5200
28 H 0.6386
29 H 0.3105
30 H 0.5509
31 H 0.3699
32 H 0.3911
33 H 0.3285
34 H 0.4590
35 H 0.3961
36 H 0.4630
37 H 0.3353
38 N -0.2848
39 C 0.5943
40 N -0.1674
41 C 0.3833
42 C -0.2840
43 S -0.0225
44 C -0.1380
45 C -0.2662
46 S -0.0214
47 C 0.5547
48 N -0.2281
49 N -0.2652
50 H 0.1100
51 H 0.2592
52 H 0.4108
53 H 0.4233
54 H 0.2667
55 H 0.0850


Among the records above, which one has the highest charge? C20H26BrN4OS2Tc